1.
This record from the OMol25 dataset describes a 2-piece molecular cluster, C4H13N2OS overall in a non-equilibrium geometry. The level of theory is ωB97M-V/def2-TZVPD.

XYZ file:
```
21
Properties=species:S:1:pos:R:3:forces:R:3
C -1.990 1.034 0.674 -0.7 -1.8 -0.9
C -0.686 0.433 0.079 1.5 1.0 3.2
C -0.619 0.181 -1.365 -2.0 -1.0 -3.0
S -1.000 -1.591 -1.913 0.6 0.0 0.4
N 0.490 1.227 0.561 0.0 -1.3 -0.6
C 1.160 0.913 1.823 0.1 2.6 0.2
N 1.067 2.015 2.823 0.5 -1.8 -0.1
H -2.648 1.542 -0.034 0.4 0.4 -0.2
H -1.792 1.650 1.525 0.1 0.3 0.5
H -2.620 0.167 0.968 0.2 0.5 0.2
H -0.504 -0.505 0.639 -0.3 0.1 -0.6
H -1.499 0.595 -1.894 0.4 0.6 0.5
H 0.235 0.565 -1.930 0.2 -0.1 0.7
H 0.563 2.190 0.277 -0.2 0.0 0.2
H 0.738 0.063 2.368 0.3 -0.4 -0.8
H 2.242 0.881 1.607 -0.3 -0.8 0.3
H 0.100 2.092 3.112 0.0 1.0 0.1
H 1.626 2.816 2.557 -0.7 0.5 0.1
H 1.972 -1.686 -1.045 0.2 0.1 0.1
H 1.406 -3.013 -1.099 0.1 0.0 0.0
O 2.273 -2.600 -0.932 -0.5 0.0 -0.1
```
Positions in Å, forces in eV/Å.

Properties
2S+1: 2
total charge: -2
ΔE to the lowest compared entry with this formula, charge and spin: 85.3 kJ/mol

2.
This record from the OMol25 dataset describes a 2-piece molecular cluster, C4H13N2S overall. The level of theory is ωB97M-V/def2-TZVPD.

XYZ file:
```
20
Properties=species:S:1:pos:R:3:forces:R:3
C -1.747 -0.031 1.109 -0.1 0.4 0.2
C -1.126 1.179 0.413 -0.1 -0.1 0.1
C -0.478 2.161 1.391 -0.2 0.0 0.0
S -1.639 2.918 2.579 0.0 -0.1 -0.1
H -1.077 -0.409 1.881 0.1 -0.2 0.0
H -2.006 -0.844 0.430 0.0 -0.1 -0.1
H -2.647 0.293 1.631 0.0 0.0 0.0
H -0.394 0.845 -0.334 0.1 0.0 0.0
H -1.908 1.719 -0.125 -0.1 0.0 -0.1
H 0.004 2.948 0.807 0.1 0.1 -0.1
H 0.318 1.636 1.931 0.1 -0.1 0.0
N 2.215 -0.589 -1.763 0.7 -0.5 -0.5
C 1.689 -1.890 -1.424 -0.3 0.3 0.1
N 0.423 -1.962 -0.712 0.0 -0.3 -0.1
H 1.772 -0.113 -2.524 -0.3 0.2 0.0
H 2.473 0.018 -1.011 -0.2 0.2 0.3
H 1.577 -2.448 -2.352 0.0 -0.1 -0.1
H 2.428 -2.415 -0.820 0.1 0.0 0.0
H 0.458 -1.440 0.152 -0.1 0.1 0.1
H -0.334 -1.575 -1.260 0.0 0.1 0.0
```
Positions in Å, forces in eV/Å.

Properties
total charge: -1
ΔE to the lowest compared entry with this formula, charge and spin: 52.1 kJ/mol

3.
This record from the OMol25 dataset describes an isolated ion of composition C4H13N2S and charge +1 in a non-equilibrium geometry. The level of theory is ωB97M-V/def2-TZVPD.

XYZ file:
```
20
Properties=species:S:1:pos:R:3:forces:R:3
C 0.034 -2.496 -0.235 3.8 2.8 -1.3
N 0.009 -1.248 0.465 0.7 5.3 0.3
C 0.750 0.146 -0.397 -1.3 -5.9 -2.2
S 2.490 0.458 -0.013 -0.5 -0.2 -0.1
N -0.137 1.339 -0.326 -0.1 -2.4 3.1
C -1.521 0.998 -0.714 3.8 -1.4 -4.8
C -0.062 1.644 1.099 -2.1 -0.1 2.7
H 1.078 -2.886 -0.190 -0.7 -0.3 -1.1
H -0.561 -3.127 0.248 -2.6 -2.7 2.1
H -0.428 -2.250 -1.169 0.3 -0.7 -1.1
H 0.572 -1.214 1.300 0.0 -0.4 0.3
H 0.567 -0.408 -1.406 0.7 1.8 1.3
H 2.738 -0.862 0.104 0.1 0.2 -0.1
H 0.173 2.079 -0.857 1.4 2.1 -1.8
H -1.747 0.225 -0.128 -1.5 -3.0 2.2
H -2.099 1.793 -0.715 -2.8 3.9 0.7
H -1.459 0.692 -1.815 -0.2 0.1 1.5
H -0.499 2.511 1.497 -0.5 2.3 -0.9
H -0.767 1.017 1.658 0.5 -1.0 -0.6
H 0.870 1.587 1.596 1.2 -0.3 -0.3
```
Positions in Å, forces in eV/Å.

Properties
SMILES string: CN[C@H](S)[NH+](C)C
total charge: +1
ΔE to the lowest compared entry with this formula, charge and spin: 416.7 kJ/mol

4.
This record from the OMol25 dataset describes an isolated ion of composition C4H13N2S and charge +1 in a non-equilibrium geometry. The level of theory is ωB97M-V/def2-TZVPD.

XYZ file:
```
20
Properties=species:S:1:pos:R:3:forces:R:3
N -0.568 1.599 1.828 -0.8 0.1 0.0
C -1.033 0.208 1.893 1.1 -0.6 0.5
C 0.090 -0.731 1.422 0.8 0.5 -1.6
N 0.864 -0.076 0.209 -1.2 -0.2 1.3
C 0.735 -0.701 -1.144 -0.1 -1.0 0.0
C 0.031 0.195 -2.145 0.5 -0.3 0.1
S -0.356 -0.654 -3.688 -0.8 -0.1 -0.3
H -1.114 2.165 1.183 0.0 -0.2 -0.1
H -0.802 2.019 2.720 0.5 0.2 0.1
H -1.980 -0.017 1.411 0.0 0.1 -0.1
H -1.065 -0.088 2.941 -0.7 0.1 0.1
H -0.266 -1.696 1.075 0.1 -0.1 0.2
H 0.913 -0.808 2.123 -0.5 -0.3 0.5
H 1.811 0.023 0.559 0.2 0.1 -0.5
H 0.439 0.853 0.273 0.5 0.5 -0.3
H 1.717 -1.050 -1.457 0.1 0.4 -0.1
H 0.163 -1.623 -1.014 -0.1 0.2 0.0
H 0.587 1.117 -2.302 -0.1 0.1 -0.1
H -0.969 0.411 -1.769 0.0 0.3 0.0
H 0.805 -1.146 -4.116 0.5 0.2 0.3
```
Positions in Å, forces in eV/Å.

Properties
SMILES string: NCC[NH2+]CCS
total charge: +1
ΔE to the lowest compared entry with this formula, charge and spin: 114.6 kJ/mol

5.
This record from the OMol25 dataset describes an isolated ion of composition C4H13N2S and charge +1 in a non-equilibrium geometry. The level of theory is ωB97M-V/def2-TZVPD.

XYZ file:
```
20
Properties=species:S:1:pos:R:3:forces:R:3
C -0.411 -1.260 2.830 -0.2 0.6 -3.7
N 0.326 -0.939 1.498 0.0 1.3 1.5
C -0.359 0.117 0.743 -0.1 -1.0 -1.1
C 0.470 0.487 -0.498 -0.4 0.4 -0.7
N -0.031 1.877 -1.042 0.1 -0.2 0.4
C 0.340 -0.513 -1.648 0.4 -0.6 -0.3
S 0.452 0.121 -3.370 0.3 0.3 0.3
H -1.336 -1.715 2.444 0.3 -0.4 0.8
H 0.280 -1.939 3.301 -0.4 0.0 0.8
H -0.694 -0.300 3.258 0.3 -0.3 0.9
H 1.204 -0.552 1.845 0.1 -0.1 -0.4
H -1.273 -0.396 0.402 -0.1 0.7 0.0
H -0.626 1.102 1.152 0.0 -0.3 1.1
H 1.515 0.617 -0.227 0.0 0.3 -0.1
H 0.430 2.719 -0.691 0.4 -0.3 0.2
H 0.100 1.853 -2.057 -0.2 0.2 -0.2
H -1.025 2.043 -0.867 0.0 -0.4 -0.1
H -0.601 -1.041 -1.593 -0.2 -0.1 0.2
H 1.150 -1.234 -1.585 -0.1 -0.1 0.4
H 0.088 -1.048 -3.893 -0.2 0.0 -0.2
```
Positions in Å, forces in eV/Å.

Properties
SMILES string: CNC[C@H]([NH3+])CS
total charge: +1
ΔE to the lowest compared entry with this formula, charge and spin: 174.6 kJ/mol

6.
This record from the OMol25 dataset describes a 3-piece molecular cluster, C4H13N2S2 overall in a non-equilibrium geometry. The level of theory is ωB97M-V/def2-TZVPD.

XYZ file:
```
21
Properties=species:S:1:pos:R:3:forces:R:3
C 0.534 -1.440 0.997 -0.3 1.8 1.0
C 1.377 0.845 -2.087 2.0 -0.1 -1.5
C 0.496 -0.279 0.102 -0.1 2.2 -1.0
C 1.367 -0.290 -1.143 0.0 -1.3 -0.1
N -0.212 0.795 0.337 0.8 0.8 0.1
N -1.411 1.566 2.853 1.5 -2.2 -0.3
S -1.374 -1.360 -2.121 1.4 0.0 0.8
S 1.970 -1.706 -1.709 -0.3 0.7 0.9
H 1.448 -1.877 0.687 0.6 -1.4 0.4
H 0.535 -1.067 2.038 0.2 -0.3 -0.4
H -0.350 -2.029 0.887 -0.4 -0.8 -0.2
H 2.299 0.763 -2.736 -1.1 -0.4 0.5
H 0.542 0.611 -2.739 -0.4 0.7 -0.3
H 1.512 1.870 -1.804 -0.9 0.6 0.9
H -0.745 0.950 1.234 -0.1 -0.4 -0.1
H -0.119 1.706 -0.190 0.0 -1.8 0.2
H -2.322 1.300 3.176 -0.2 0.1 0.4
H -0.652 1.246 3.467 -0.9 -0.1 0.0
H -1.276 2.524 2.784 -0.3 2.2 0.0
H -2.467 -1.685 -2.742 -1.1 -0.8 -0.2
H -1.153 -2.442 -1.292 -0.6 0.5 -0.9
```
Positions in Å, forces in eV/Å.

Properties
total charge: +1
ΔE to the lowest compared entry with this formula, charge and spin: 185.3 kJ/mol